1.
# C37H47N5O5SSeW

A molecular structure, C37H47N5O5SSeW (wB97M-V/def2-TZVPD, the Open Molecules 2025 dataset).

Computed properties:
* molar mass: 936.68 g/mol
* energy above the lowest of the compared OMol25 structures with the same formula, charge and spin: 233.53 kJ/mol
* LUMO energy: -1.0744 eV
* E: -4954.75407 hartree

Each line ends with the Mulliken charge.
Geometry (Å):
W1 0.049 -0.179 0.437  1.3871
N1 -1.662 0.022 -0.945  -0.1763
C1 -2.708 0.985 -0.554  -0.6554
C2 -2.402 1.592 0.794  0.4016
O1 -3.103 2.478 1.245  -0.7161
N2 -1.300 1.071 1.393  0.2556
C3 -0.853 1.773 2.580  -0.4702
C4 0.656 1.625 2.718  0.4418
O2 1.266 2.107 3.641  -0.7353
O3 1.200 0.937 1.740  -0.8595
H1 -1.230 0.317 -1.815  0.4865
H2 -2.073 -0.884 -1.109  -0.3291
H3 -3.677 0.487 -0.505  0.1849
H4 -2.764 1.786 -1.289  0.5595
H5 -1.330 1.397 3.487  -0.1981
H6 -1.106 2.833 2.526  0.6120
C5 -3.282 -2.980 -1.708  -1.6566
C6 -3.296 -3.271 -0.203  0.5242
C7 -2.278 -4.343 0.186  -1.2836
C8 -3.385 -2.051 0.729  0.1676
C9 -4.644 -1.465 0.813  -0.2718
C10 -5.015 -0.701 1.904  -1.5769
C11 -4.199 -0.740 3.020  -0.2402
C12 -2.930 -1.304 2.993  0.0136
C13 -2.375 -1.709 4.374  0.0338
C14 -1.762 -0.616 5.260  -1.5338
C15 -1.565 -3.001 4.372  -1.2235
C16 -2.426 -1.706 1.718  0.3718
N3 -1.064 -1.737 1.376  0.9831
C17 -0.187 -1.219 2.292  -0.7379
C18 1.198 -1.651 2.258  -0.4169
N4 1.626 -1.605 1.049  1.4466
C19 2.899 -2.197 0.732  -0.5937
C20 2.909 -3.595 0.622  0.5673
C21 4.121 -4.210 0.339  -0.6811
C22 5.268 -3.457 0.139  -1.4632
C23 5.212 -2.077 0.204  -0.2556
C24 4.025 -1.414 0.497  0.0935
C25 3.991 0.096 0.545  1.9933
C26 4.720 0.610 1.792  -1.7911
C27 4.546 0.727 -0.729  -1.9076
C28 1.644 -4.418 0.762  2.4183
C29 1.593 -5.162 2.100  -1.7087
C30 1.461 -5.380 -0.411  -1.6256
H7 -2.287 -2.719 -2.077  0.1511
H8 -3.981 -2.187 -1.985  0.3987
H9 -3.565 -3.877 -2.262  0.4572
H10 -4.270 -3.731 -0.015  0.7189
H11 -2.685 -5.322 -0.075  0.5479
H12 -2.061 -4.339 1.255  0.0917
H13 -1.331 -4.237 -0.334  0.1186
H14 -5.374 -1.686 0.040  0.4687
H15 -5.984 -0.223 1.943  0.3919
H16 -4.575 -0.376 3.970  0.5024
H17 -3.299 -1.998 4.888  0.8940
H18 -0.693 -0.466 5.085  0.2944
H19 -1.857 -0.881 6.314  0.4922
H20 -2.266 0.338 5.115  0.3785
H21 -0.571 -2.922 3.937  0.0385
H22 -2.094 -3.780 3.818  0.3480
H23 -1.444 -3.346 5.401  0.5070
H24 -0.548 -0.706 3.168  0.1402
H25 1.829 -1.883 3.117  0.6363
H26 4.167 -5.288 0.250  0.3620
H27 6.203 -3.948 -0.096  0.3695
H28 6.108 -1.498 0.022  0.4514
H29 2.963 0.418 0.642  -0.6227
H30 5.771 0.313 1.792  0.3362
H31 4.256 0.223 2.701  0.3548
H32 4.671 1.699 1.836  0.4606
H33 5.619 0.553 -0.836  0.4123
H34 4.387 1.808 -0.705  0.5060
H35 4.051 0.313 -1.611  0.2340
H36 0.790 -3.742 0.743  -1.4488
H37 2.412 -5.880 2.191  0.3793
H38 0.654 -5.709 2.192  0.4084
H39 1.675 -4.473 2.946  0.3138
H40 2.225 -6.160 -0.422  0.4733
H41 1.506 -4.845 -1.361  0.2737
H42 0.489 -5.874 -0.342  0.4377
O4 1.298 0.750 -1.111  -0.5411
O5 0.335 1.597 -0.484  -0.4907
S1 0.217 -2.042 -1.503  0.0498
C31 1.812 -2.062 -2.032  0.1554
N5 2.884 -2.139 -2.457  -0.5926
Se1 1.120 0.866 -2.960  0.2673
C32 1.728 2.659 -3.029  0.1634
C33 0.858 3.724 -2.820  -0.0753
C34 1.337 5.022 -2.886  -0.7627
C35 2.676 5.255 -3.170  -0.3801
C36 3.546 4.193 -3.384  -0.6929
C37 3.073 2.892 -3.312  -0.1796
H43 -0.181 3.531 -2.590  0.3555
H44 0.665 5.852 -2.715  0.4126
H45 3.043 6.272 -3.226  0.3836
H46 4.589 4.376 -3.605  0.4058
H47 3.745 2.058 -3.466  0.4098


2.
# C3H4N2O

A single C3H4N2O molecule (wB97M-V/def2-TZVPD, the Open Molecules 2025 dataset).

Computed properties:
* molar mass: 84.08 g/mol
* SMILES: Oc1c[nH]cn1
* energy above the lowest of the compared OMol25 structures with the same formula, charge and spin: 53.47 kJ/mol
* LUMO energy: 0.9055 eV
* E: -301.46687 hartree

Each line ends with the Mulliken charge.
Geometry (Å):
O1 2.194 -0.468 0.141  -0.5168
C1 0.887 -0.103 0.073  0.4717
C2 -0.162 -0.976 0.061  -0.4736
N1 -1.280 -0.170 0.054  -0.0372
C3 -0.849 1.116 0.044  -0.1856
N2 0.463 1.195 0.059  -0.5819
H1 2.674 -0.028 -0.566  0.3469
H2 -0.193 -2.054 0.070  0.3979
H3 -2.235 -0.483 0.014  0.1820
H4 -1.535 1.954 0.041  0.3966


3.
# C7H13BrClFNO4S

2 unconnected molecules or ions with the total composition C7H13BrClFNO4S (wB97M-V/def2-TZVPD, the Open Molecules 2025 dataset).

Computed properties:
* molar mass: 341.61 g/mol
* net charge: +1
* LUMO energy: -3.4031 eV
* E: -4162.20271 hartree

Each line ends with the Mulliken charge.
Geometry (Å):
O1 5.627 -2.786 0.518  -0.3091
C1 5.019 -1.870 0.803  0.6539
O2 3.630 -1.772 1.007  -0.2920
C2 3.214 -0.742 0.127  0.3624
F1 2.169 0.010 0.600  -0.2569
S1 2.800 -1.491 -1.491  -0.1484
C3 4.573 0.159 0.157  0.2919
Cl1 5.221 0.649 -1.448  -0.0964
Br1 4.031 1.854 1.054  -0.1379
O3 5.454 -0.534 0.987  -0.2505
H1 1.727 -2.302 -1.213  0.1758
C4 -3.538 1.613 0.358  -1.4653
C5 -2.039 1.372 0.467  0.1809
C6 -1.434 0.693 -0.763  -0.5823
O4 -1.765 -0.688 -0.763  -0.3825
C7 -2.877 -1.043 -1.594  -0.6968
N1 -1.792 0.450 1.628  -0.2494
H2 -4.110 0.684 0.394  0.3868
H3 -3.886 2.239 1.183  0.4250
H4 -3.777 2.128 -0.571  0.3590
H5 -1.528 2.311 0.680  0.3587
H6 -0.343 0.744 -0.684  0.3053
H7 -1.712 1.194 -1.691  0.4534
H8 -3.005 -0.355 -2.430  0.3421
H9 -3.790 -1.075 -0.996  0.2725
H10 -2.697 -2.043 -1.985  0.2468
H11 -2.345 0.678 2.456  0.3759
H12 -0.801 0.426 1.889  0.2944
H13 -2.027 -0.506 1.321  0.3828


4.
# C4H18NO4

4 unconnected molecules or ions with the total composition C4H18NO4 (wB97M-V/def2-TZVPD, the Open Molecules 2025 dataset).

Computed properties:
* molar mass: 144.19 g/mol
* net charge: +1
* energy above the lowest of the compared OMol25 structures with the same formula, charge and spin: 164.60 kJ/mol
* LUMO energy: -2.9694 eV
* E: -518.63087 hartree

Each line ends with the Mulliken charge.
Geometry (Å):
O1 1.323 -0.474 1.498  -0.5835
C1 1.433 0.520 0.453  0.1235
C2 0.513 1.545 0.957  -0.5783
N1 -0.879 0.885 1.340  -0.2209
C3 -1.495 -0.290 0.458  0.2960
C4 -2.966 -0.182 0.280  -1.4913
H1 2.032 -0.443 2.136  0.3078
H2 2.497 0.922 0.366  0.4200
H3 1.255 0.022 -0.497  -0.2113
H4 0.854 1.907 1.859  0.4194
H5 0.156 2.238 0.158  0.3810
H6 -1.474 1.710 1.435  0.3827
H7 -0.746 0.464 2.279  0.4135
H8 -0.925 -0.451 -0.517  0.0062
H9 -1.183 -1.296 0.997  0.2825
H10 -3.526 -1.059 -0.143  0.3649
H11 -3.660 0.069 1.058  0.3978
H12 -3.050 0.524 -0.576  0.3644
H13 0.918 -1.821 0.501  0.3077
H14 0.884 -3.323 0.313  0.3252
O2 0.414 -2.531 -0.042  -0.7198
H15 0.513 -1.609 -3.163  0.3407
H16 0.512 -1.817 -1.718  0.3195
O3 0.625 -1.095 -2.362  -0.6331
H17 1.297 2.846 -2.051  0.3119
H18 0.808 1.253 -2.332  0.3080
O4 0.647 2.114 -1.891  -0.6343


5.
# C4H15NOSi2

2 unconnected molecules or ions with the total composition C4H15NOSi2 (wB97M-V/def2-TZVPD, the Open Molecules 2025 dataset).

Computed properties:
* molar mass: 149.34 g/mol
* energy above the lowest of the compared OMol25 structures with the same formula, charge and spin: 187.72 kJ/mol
* LUMO energy: 0.0730 eV
* E: -870.40069 hartree

Each line ends with the Mulliken charge.
Geometry (Å):
C1 1.791 1.828 0.582  -0.4159
C2 -1.508 0.809 -1.171  -0.9059
C3 -3.792 -0.872 0.134  -1.0030
C4 4.024 -1.317 -0.655  -1.0008
N1 -0.951 -0.875 1.134  -0.1908
O1 2.612 0.785 0.171  -0.1288
Si1 -2.186 0.102 0.460  0.2384
Si2 2.326 -0.827 0.070  0.1876
H1 1.494 2.419 -0.288  0.2198
H2 2.353 2.467 1.267  0.2673
H3 0.890 1.464 1.082  0.1389
H4 -0.484 0.493 -1.343  0.1909
H5 -2.098 0.484 -2.022  0.3422
H6 -1.520 1.894 -1.165  0.2941
H7 -4.161 -1.337 1.043  0.2953
H8 -4.578 -0.219 -0.236  0.2872
H9 -3.647 -1.659 -0.601  0.2934
H10 4.437 -2.165 -0.111  0.2974
H11 3.916 -1.637 -1.690  0.3099
H12 4.752 -0.507 -0.627  0.2869
H13 -1.147 -1.586 1.821  0.1804
H14 -2.524 1.209 1.385  -0.1444
H15 -0.001 -0.953 0.760  -0.0401


6.
# C3H5FeO3

A molecular structure, C3H5FeO3 (wB97M-V/def2-TZVPD, the Open Molecules 2025 dataset).

Computed properties:
* molar mass: 144.92 g/mol
* net charge: -1
* energy above the lowest of the compared OMol25 structures with the same formula, charge and spin: 118.32 kJ/mol
* LUMO energy (alpha / beta): 3.1988 / 3.1986 eV
* multiplicity: 5
* E: -1606.45182 hartree

Each line ends with the Mulliken charge.
Geometry (Å):
H1 1.427 -0.723 -1.627  0.2349
C1 1.171 -0.846 -0.556  -0.3164
C2 -0.119 -0.124 -0.234  -0.3852
O1 -1.316 -0.548 0.446  -0.0134
C3 -2.069 0.277 1.097  -0.3750
O2 -2.600 1.075 0.179  -0.3086
Fe1 3.598 0.803 0.429  -0.2368
O3 2.041 -0.228 0.366  -0.6393
H2 1.020 -1.901 -0.257  0.1719
H3 0.604 0.394 0.761  0.3033
H4 -0.537 0.152 -1.218  0.1726
H5 -3.220 1.669 0.614  0.3919